# 1
Formula: C31H36BF3N6O5RuSSb
Source: the OMol25 dataset
Level of theory: the ωB97M-V functional and the def2-TZVPD basis

Cartesian coordinates (Å):
Ru  0.2745  -0.6750  0.2257
O  -0.6785  -2.2442  1.8643
C  -0.8449  -2.8830  0.7952
O  0.0434  -3.0142  -0.0801
C  -2.1776  -3.5236  0.5316
C  -2.5893  -3.6602  -0.7928
C  -3.8114  -4.2258  -1.0811
C  -4.6136  -4.6736  -0.0372
C  -4.2162  -4.5357  1.2897
C  -3.0022  -3.9448  1.5701
N  -5.8646  -5.2986  -0.3393
O  -6.1945  -5.3784  -1.5091
O  -6.5291  -5.7166  0.5910
H  -1.9387  -3.3091  -1.5778
H  -4.1565  -4.3407  -2.0959
H  -4.8644  -4.9006  2.0700
H  -2.6717  -3.8203  2.5901
C  -0.3673  -0.6263  -4.9072
N  -0.5682  -1.1547  -3.5810
C  0.4248  -2.1065  -3.1389
C  -1.3961  -0.5467  -2.7087
N  -1.2762  -0.7048  -1.4309
N  -2.4059  0.2308  -3.2637
C  -2.9286  1.3218  -2.4749
C  -3.3877  -0.3848  -4.1294
H  0.6926  -0.3927  -5.0323
H  -0.9368  0.2924  -5.0313
H  -0.6603  -1.3558  -5.6674
H  0.2851  -3.0549  -3.6632
H  0.3443  -2.2708  -2.0638
H  1.4295  -1.7385  -3.3520
H  -2.0550  -0.3222  -0.9019
H  -3.7613  1.0255  -1.8249
H  -3.2772  2.0980  -3.1570
H  -2.1280  1.7385  -1.8702
H  -2.9779  -1.2788  -4.5916
H  -3.6849  0.3181  -4.9125
H  -4.2855  -0.6692  -3.5604
F  0.2997  1.8393  -2.6260
B  1.2999  1.5975  -1.7424
F  2.4131  2.3810  -2.0150
S  0.7643  1.8453  0.1035
Sb  3.1454  2.0026  0.7010
C  3.1915  -0.3592  0.7586
C  2.3582  -1.1033  1.5950
C  2.4444  -2.5023  1.5534
C  3.3127  -3.1253  0.6732
C  4.1277  -2.3687  -0.1537
C  4.0659  -0.9830  -0.1120
C  2.9499  4.3212  0.1479
C  1.7609  5.0112  0.2645
C  1.6777  6.3114  -0.2142
C  2.7686  6.8982  -0.8284
C  3.9457  6.1850  -0.9700
C  4.0405  4.8903  -0.4806
C  2.6721  2.0763  2.8211
C  3.3884  1.3061  3.7267
C  3.0752  1.3389  5.0751
C  2.0472  2.1509  5.5266
C  1.3215  2.9143  4.6272
C  1.6365  2.8778  3.2789
H  1.7837  -0.6255  2.3945
H  1.8393  -3.0835  2.2350
H  3.3590  -4.2024  0.6337
H  4.8245  -2.8550  -0.8205
H  4.7016  -0.3871  -0.7593
H  0.8860  4.5453  0.6904
H  0.7486  6.8542  -0.1180
H  2.6969  7.9037  -1.2163
H  4.7944  6.6324  -1.4667
H  4.9633  4.3316  -0.5923
H  4.2007  0.6847  3.3746
H  3.6457  0.7422  5.7733
H  1.8200  2.1967  6.5814
H  0.5220  3.5500  4.9822
H  1.0772  3.4751  2.5725
F  1.7035  0.2364  -1.7962
N  -0.9696  0.6259  3.1498
C  -1.9404  0.0711  2.3966
N  -3.0079  -0.4565  3.0558
O  -1.9207  0.1419  1.1681
H  -0.9519  0.5591  4.1499
H  -0.1934  1.0466  2.6612
H  -2.8916  -0.7738  4.0010
H  -3.6420  -0.9926  2.4875

Output
**Kohn-Sham gap (alpha / beta)**: 3.6 / 3.6 eV
**Highest occupied orbital energy (alpha / beta)**: -0.22488 / -0.22094 Eh
**F_max**: 2.45 eV/Å
**LUMO (alpha / beta)**: -0.0922 / -0.0883 hartree
**Electronic energy**: -2965.3830 Eh
**Expectation value of S²**: 0.972
**Multiplicity**: 2
**Relative energy (zero: lowest compared OMol25 entry of this formula, charge and spin)**: 92.80 kcal/mol


# 2
Formula: C31H36BGeN8Pd
Source: the OMol25 dataset
Level of theory: the ωB97M-V functional and the def2-TZVPD basis

Cartesian coordinates (Å):
Pd  -0.6041  0.0313  -1.3022
B  -3.3994  -0.0031  -3.8078
N  -2.7550  -1.2948  -3.2723
C  -3.2345  -2.5112  -3.5637
C  -2.4314  -3.4669  -2.9662
C  -1.4585  -2.7307  -2.3008
N  -1.6691  -1.4267  -2.5125
N  -2.7151  1.2776  -3.2950
C  -3.2096  2.5035  -3.5197
C  -2.3738  3.4387  -2.9375
C  -1.3606  2.6845  -2.3566
N  -1.5822  1.3876  -2.6027
H  -4.5397  0.0168  -3.4556
H  -3.3346  -0.0150  -5.0012
H  -4.1046  -2.6261  -4.1745
H  -2.5357  -4.5292  -3.0030
H  -0.6304  -3.0748  -1.6975
H  -4.1202  2.6389  -4.0654
H  -2.4802  4.5031  -2.9331
H  -0.5020  3.0048  -1.7846
C  1.4973  0.0907  -3.6431
N  1.5011  0.0104  -2.1613
C  2.2689  1.1644  -1.6425
N  3.6205  1.1736  -2.1603
C  3.5664  1.2413  -3.6176
N  2.8469  0.0976  -4.1653
C  3.5309  -1.1226  -3.7566
N  3.5802  -1.2242  -2.3017
C  2.2288  -1.2244  -1.7851
C  4.2876  -0.0636  -1.7712
H  0.9862  1.0097  -3.9529
H  0.9571  -0.7743  -4.0466
H  2.2988  1.1053  -0.5467
H  1.7689  2.0909  -1.9466
H  4.5830  1.2489  -4.0136
H  3.0633  2.1636  -3.9176
H  4.5488  -1.1126  -4.1489
H  3.0051  -1.9901  -4.1626
H  2.2695  -1.2995  -0.6907
H  1.6951  -2.0899  -2.1965
H  5.3086  -0.0585  -2.1565
H  4.3198  -0.1292  -0.6798
C  -0.3341  0.0047  0.7315
Ge  -0.3680  -0.0997  2.6247
C  -0.9318  1.6567  3.3724
C  -0.1471  2.3484  4.2802
C  -0.5368  3.6066  4.7069
C  -1.7214  4.1570  4.2508
C  -2.5115  3.4610  3.3527
C  -2.1193  2.2093  2.9204
C  -1.8114  -1.4122  3.1071
C  -2.9963  -1.3543  2.3938
C  -4.0304  -2.2227  2.6912
C  -3.8731  -3.1637  3.6944
C  -2.6857  -3.2281  4.4004
C  -1.6556  -2.3446  4.1161
C  1.5450  -0.4165  3.0886
C  2.4213  0.5782  2.6712
C  3.7862  0.4283  2.8236
C  4.2906  -0.7283  3.3926
C  3.4256  -1.7178  3.8230
C  2.0557  -1.5670  3.6665
H  -0.1587  -0.9166  0.0677
H  0.7718  1.9135  4.6499
H  0.0881  4.1549  5.3957
H  -2.0332  5.1300  4.5995
H  -3.4331  3.8894  2.9871
H  -2.7334  1.6610  2.2176
H  -3.1083  -0.6329  1.5913
H  -4.9557  -2.1659  2.1374
H  -4.6758  -3.8489  3.9227
H  -2.5569  -3.9642  5.1790
H  -0.7411  -2.3893  4.6878
H  2.0172  1.4788  2.2233
H  4.4543  1.2100  2.4923
H  5.3580  -0.8614  3.4909
H  3.8155  -2.6177  4.2720
H  1.3939  -2.3545  3.9954

Output
**Kohn-Sham gap (alpha / beta)**: 9.5 / 5.0 eV
**Highest occupied orbital energy (alpha / beta)**: -0.41778 / -0.41791 Eh
**Net charge**: +1
**F_max**: 3.36 eV/Å
**LUMO (alpha / beta)**: -0.0686 / -0.2333 hartree
**Electronic energy**: -3870.1571 Eh
**Expectation value of S²**: 6.016
**Multiplicity**: 5
**Relative energy (zero: lowest compared OMol25 entry of this formula, charge and spin)**: 22.61 kcal/mol


# 3
Formula: C31H36Ge2NNiO3S2
Source: the OMol25 dataset
Level of theory: the ωB97M-V functional and the def2-TZVPD basis

Cartesian coordinates (Å):
Ni  1.0658  -1.4122  -0.2601
C  5.3234  -1.5879  -0.9409
C  5.7957  -1.6431  0.3696
C  4.8976  -1.5766  1.4174
C  3.5266  -1.4697  1.1574
C  3.0265  -1.3854  -0.1521
C  3.9672  -1.4372  -1.1886
C  2.5238  -1.4316  2.2410
C  2.8432  -1.6839  3.6092
C  1.8707  -1.6511  4.5504
C  0.5503  -1.2968  4.1843
C  -0.5092  -1.1629  5.1112
C  -1.7443  -0.7586  4.6956
C  -1.9676  -0.4597  3.3309
C  -0.9661  -0.5932  2.4141
C  0.3151  -1.0407  2.8183
N  1.2930  -1.1626  1.8800
H  6.0228  -1.6618  -1.7673
H  6.8569  -1.7375  0.5671
H  5.2739  -1.5947  2.4355
H  3.6264  -1.3727  -2.2184
H  3.8584  -1.9330  3.8821
H  2.0923  -1.8812  5.5870
H  -0.3187  -1.3690  6.1588
H  -2.5487  -0.6483  5.4123
H  -2.9417  -0.1087  3.0117
H  -1.1154  -0.3392  1.3700
C  -4.1013  -1.6903  -3.4775
C  -2.6353  -2.1193  -3.3598
Ge  -1.7090  -1.6918  -1.6823
C  -2.5586  -2.5210  -0.1386
C  -3.8886  -1.8283  0.1609
C  -1.8811  0.2541  -1.4602
C  -1.0782  1.2516  -1.0552
Ge  0.9133  0.8673  -0.7010
C  1.6469  1.9496  0.8132
C  1.8183  3.4713  0.8158
C  1.8431  1.3454  -2.4079
C  1.8086  2.7420  -3.0325
C  -1.6938  2.6164  -0.9379
C  -3.0585  2.7927  -0.6714
C  -3.6279  4.0544  -0.5968
C  -2.8456  5.1890  -0.7755
C  -1.4870  5.0379  -1.0091
C  -0.9248  3.7700  -1.0762
H  -4.4767  -1.8542  -4.4907
H  -4.2359  -0.6302  -3.2497
H  -4.7421  -2.2577  -2.8002
H  -2.0358  -1.6459  -4.1396
H  -2.5334  -3.1996  -3.4901
H  -1.8862  -2.4617  0.7121
H  -2.6774  -3.5774  -0.3810
H  -3.7400  -0.7803  0.4347
H  -4.3870  -2.3210  0.9994
H  -4.5729  -1.8516  -0.6877
H  -2.9076  0.5329  -1.7315
H  2.6299  1.4781  0.9319
H  1.0643  1.6433  1.6885
H  2.3474  3.8229  -0.0742
H  2.4008  3.7956  1.6852
H  0.8605  3.9887  0.8583
H  1.4521  0.6194  -3.1283
H  2.8831  1.0585  -2.2187
H  0.7930  3.0508  -3.2847
H  2.3942  2.7725  -3.9577
H  2.2293  3.4957  -2.3618
H  -3.6820  1.9228  -0.4998
H  -4.6880  4.1535  -0.3925
H  -3.2895  6.1756  -0.7222
H  -0.8556  5.9106  -1.1311
H  0.1348  3.6643  -1.2413
O  0.3589  -3.3660  0.1966
S  0.4950  -3.9141  -1.1815
O  1.7544  -4.5546  -1.4404
O  -0.6957  -4.6269  -1.6124
S  0.4500  -2.1354  -2.3742

Output
**Kohn-Sham gap (alpha / beta)**: 5.5 / 7.3 eV
**Highest occupied orbital energy (alpha / beta)**: -0.11617 / -0.17939 Eh
**Net charge**: -1
**F_max**: 1.49 eV/Å
**LUMO (alpha / beta)**: 0.0876 / 0.0883 hartree
**Electronic energy**: -7941.9585 Eh
**Expectation value of S²**: 2.012
**Multiplicity**: 3
**Relative energy (zero: lowest compared OMol25 entry of this formula, charge and spin)**: 7.88 kcal/mol